A cluster of 3 separate species, C2H8O2 in total at a distorted geometry, computed with the ωB97M-V functional and the def2-TZVPD basis.

```
12
Properties=species:S:1:pos:R:3:forces:R:3:nbo_charge:R:1
O -0.021 -2.902 -0.122 -0.1 0.2 0.0 -0.991
H 0.240 -2.897 0.803 0.0 -0.2 0.0 0.450
H 0.507 -2.138 -0.479 0.0 -0.5 0.2 0.485
H -2.794 1.175 2.443 0.0 0.0 0.0 0.012
C 0.532 0.175 -0.593 1.4 -0.5 -2.6 -0.211
O 1.390 -0.797 -0.661 -0.2 0.0 0.3 -0.696
C 0.942 1.509 -0.876 -0.9 0.7 2.6 -0.016
H 0.162 0.296 0.471 -0.4 0.8 0.0 0.348
H -0.400 0.078 -1.219 -0.4 -0.5 0.5 0.243
H 0.184 2.296 -0.855 0.1 -0.1 -0.3 0.186
H 1.953 1.809 -0.656 0.5 0.1 -0.8 0.202
H -2.696 1.397 1.743 0.0 0.0 0.0 -0.012
```
Positions in Å, forces in eV/Å.

Results
Orbital gap: 7.1 eV
M: 64.08 Da
HOMO level: -9.55 eV
ΔE to the lowest compared entry with this formula, charge and spin: 5.082 eV
Calculated total energy: -231.27554 Ha